# 1
This record from the OMol25 dataset describes a cluster of 2 separate species, CHN4O in total at a distorted geometry. The level of theory is wB97M-V/def2-TZVPD.

Summary:
energy relative to the best compared isomer or geometry (same formula, charge and spin): 56.8 kcal/mol
frontier orbital gap: 7.02 eV
HOMO level: -0.09440 Eh
total charge: -1

Last column: Mulliken charge in e.
CARTESIAN COORDINATES (ANGSTROEM)
C -1.892 -0.465 0.002  0.181
N 3.032 -0.143 -0.491  -0.667
N 1.959 0.189 -0.208  0.463
N -1.800 -1.604 0.151  -0.506
N 1.107 0.676 0.466  0.003
O -0.179 0.828 0.268  -0.714
H -2.226 0.519 -0.187  0.240

# 2
This record from the OMol25 dataset describes a cluster of 13 separate species, C27H43B3FIN12O3 in total at a distorted geometry. The level of theory is wB97M-V/def2-TZVPD.

Summary:
frontier orbital gap: 10.13 eV
HOMO level: -0.36695 Eh

Last column: Mulliken charge in e.
CARTESIAN COORDINATES (ANGSTROEM)
F 5.709 3.335 2.047  -0.364
C 4.615 3.047 1.075  0.913
C 3.313 4.083 1.247  -0.536
C 2.031 3.265 1.859  -0.432
B 0.601 4.076 1.819  0.451
O -0.076 4.594 0.599  -0.469
B -1.492 4.083 0.597  0.474
O -2.289 3.866 1.839  -0.397
B -1.363 3.427 2.918  0.346
I -1.606 1.645 4.175  -0.034
O -0.147 4.295 3.107  -0.324
H 4.225 1.953 1.349  -0.245
H 4.977 2.997 -0.046  -0.218
H 3.638 4.968 1.980  0.260
H 3.007 4.506 0.186  0.207
H 2.299 3.020 2.994  0.209
H 1.880 2.226 1.302  0.280
H -1.961 3.827 -0.475  -0.132
C -5.210 4.033 -2.084  -0.746
C -4.288 3.088 -1.331  0.588
N -3.524 2.304 -0.706  -0.601
H -5.115 3.868 -3.161  0.336
H -6.248 3.857 -1.788  0.279
H -4.947 5.070 -1.858  0.200
C -5.845 0.298 1.959  -0.491
C -6.713 0.858 0.843  0.349
N -7.432 1.323 -0.082  -0.483
H -5.993 -0.782 2.039  0.290
H -4.791 0.500 1.748  0.051
H -6.114 0.766 2.910  0.286
C -1.137 -1.516 1.290  -0.528
C -2.556 -1.730 1.792  0.398
N -3.733 -1.908 2.208  -0.541
H -1.085 -1.727 0.218  0.269
H -0.833 -0.480 1.464  0.083
H -0.450 -2.182 1.818  0.307
C -4.526 -5.345 -0.070  -0.488
C -3.111 -5.189 0.461  0.356
N -1.936 -5.060 0.901  -0.499
H -5.038 -6.152 0.462  0.299
H -5.083 -4.415 0.074  0.265
H -4.500 -5.582 -1.137  0.030
C -5.634 7.864 0.727  -0.759
C -6.202 6.889 -0.291  0.502
N -6.673 6.079 -1.135  -0.574
H -5.434 7.346 1.669  0.251
H -4.701 8.294 0.352  0.258
H -6.350 8.671 0.910  0.307
C 6.659 -0.928 0.706  -0.437
C 5.252 -0.458 1.038  0.420
N 4.084 -0.068 1.313  -0.667
H 6.704 -1.265 -0.333  -0.044
H 7.368 -0.107 0.845  0.277
H 6.939 -1.756 1.362  0.328
C -5.706 -7.550 -3.956  -0.746
C -6.068 -6.252 -3.254  0.450
N -6.368 -5.175 -2.671  -0.471
H -4.928 -7.366 -4.703  0.265
H -5.336 -8.278 -3.228  0.266
H -6.588 -7.962 -4.455  0.293
C 7.095 -3.168 -3.840  -0.720
C 7.876 -2.736 -2.610  0.429
N 8.524 -2.377 -1.590  -0.505
H 7.537 -2.725 -4.737  0.252
H 7.119 -4.257 -3.933  0.303
H 6.055 -2.840 -3.756  0.267
C 1.074 7.937 -0.287  -0.217
C 0.196 8.433 -1.424  0.260
N -0.532 8.845 -2.368  -0.446
H 0.998 8.617 0.566  0.295
H 0.753 6.939 0.023  -0.136
H 2.117 7.891 -0.613  0.275
C 5.997 2.823 -3.024  -0.631
C 5.626 1.353 -2.910  0.423
N 5.318 0.134 -2.816  -0.473
H 7.082 2.941 -2.946  0.245
H 5.664 3.218 -3.987  0.300
H 5.519 3.391 -2.221  0.167
C -0.119 -7.873 2.389  -0.607
C 0.702 -9.112 2.069  0.312
N 1.382 -10.140 1.804  -0.461
H 0.141 -7.065 1.699  0.186
H -1.185 -8.096 2.291  0.291
H 0.084 -7.546 3.413  0.277
C 3.594 -7.065 0.982  -0.701
C 3.232 -5.767 1.685  0.371
N 2.932 -4.690 2.268  -0.454
H 4.372 -6.881 0.236  0.290
H 3.964 -7.793 1.710  0.266
H 2.712 -7.477 0.484  0.224

# 3
This record from the OMol25 dataset describes the molecule C4H8O2 at a distorted geometry. The level of theory is wB97M-V/def2-TZVPD.

Summary:
energy relative to the best compared isomer or geometry (same formula, charge and spin): 75.6 kcal/mol
frontier orbital gap: 9.95 eV
HOMO level: -0.33204 Eh
SMILES: CO[C@@H]1C[C@H]1O

Last column: Mulliken charge in e.
CARTESIAN COORDINATES (ANGSTROEM)
C -0.151 0.846 -1.975  -0.849
O 0.254 1.206 -0.687  -0.359
C 0.577 0.035 0.108  -0.040
C -0.585 -0.769 0.272  -0.679
C 0.080 -0.035 1.529  -0.162
O 0.972 -0.796 2.263  -0.514
H -0.935 0.170 -2.167  0.382
H 0.687 0.456 -2.432  0.370
H -0.428 1.834 -2.463  0.228
H 1.565 -0.424 -0.150  0.317
H -0.556 -1.844 0.424  0.283
H -1.522 -0.336 0.071  0.327
H -0.481 0.704 2.113  0.379
H 0.522 -1.045 3.095  0.317